Molecular formula: C32H41F2NO3P2
Method: DFT, ωB97M-V/def2-TZVPD

```
81
C32H41F2NO3P2 ωB97M-V/def2-TZVPD
C 2.73518 2.63300 2.36291
C 2.87617 1.29118 2.83007
C 3.42064 -0.24058 3.07426
P 2.36105 -1.43193 1.95927
F 1.57430 -2.02882 3.44603
O 0.79349 -0.84540 1.47334
C -0.11627 -1.93266 1.08089
C -1.41452 -1.18509 0.33725
C -2.60558 -0.76635 1.40235
O -1.90459 -1.92395 -0.83994
C 3.06934 -3.17660 1.68947
C 4.32477 -3.28906 0.64528
F 3.60277 -3.63146 3.02826
P 3.16369 -0.62274 0.10668
N 2.09360 0.66206 -0.58260
O 4.69005 0.23930 0.38512
H 2.66631 3.81616 2.27813
H 3.19262 -0.51402 4.21376
H 4.57333 -0.38462 2.92892
H 0.38783 -2.70438 0.35609
H -0.55775 -2.41387 2.06075
H -0.97700 -0.15685 -0.08181
H -2.38694 -1.16035 2.49242
H -3.68621 -1.10002 1.02874
H -2.65862 0.42562 1.43538
H -1.15049 -1.84367 -1.52426
H 2.26975 -3.99642 1.38920
H 4.00150 -3.31400 -0.50322
H 5.20606 -2.52368 0.84831
H 4.81005 -4.36442 0.83264
H 1.66251 1.24248 0.17138
H 1.33976 0.19412 -1.16871
H 4.99788 0.68379 -0.46012
C 8.26229 -3.01639 2.28891
C 9.55745 -3.53144 2.33460
C 10.60978 -2.82741 1.75002
C 10.36618 -1.60921 1.11529
C 9.06951 -1.09864 1.06148
C 8.01771 -1.80081 1.64933
H 7.44364 -3.56192 2.75035
H 9.74703 -4.48198 2.82696
H 11.61957 -3.22747 1.78880
H 11.18621 -1.05922 0.66201
H 8.87846 -0.15215 0.56167
H 7.00767 -1.40166 1.60936
C -3.07959 1.61595 -4.23092
C -4.03801 1.90925 -3.26128
C -3.64495 2.18390 -1.95176
C -2.29249 2.16100 -1.61036
C -1.33471 1.85855 -2.57790
C -1.72742 1.58758 -3.88833
H -3.38567 1.40859 -5.25270
H -5.09217 1.92462 -3.52658
H -4.39194 2.41580 -1.19712
H -1.98576 2.37746 -0.59083
H -0.28104 1.83480 -2.31072
H -0.98074 1.35422 -4.64273
C -8.14368 -4.50130 1.20505
C -6.84851 -5.01635 1.25074
C -5.79619 -4.31232 0.66616
C -6.03978 -3.09412 0.03143
C -7.33646 -2.58355 -0.02238
C -8.38825 -3.28572 0.56547
H -8.96232 -5.04684 1.66649
H -6.65894 -5.96689 1.74310
H -4.78640 -4.71238 0.70494
H -5.21976 -2.54413 -0.42185
H -7.52750 -1.63706 -0.52219
H -9.39830 -2.88657 0.52550
C -3.90476 8.15148 -3.52627
C -3.88063 6.83705 -3.99155
C -3.87892 5.77603 -3.08657
C -3.89696 6.02955 -1.71484
C -3.91168 7.34412 -1.24941
C -3.91719 8.40518 -2.15441
H -3.91287 8.97790 -4.23173
H -3.86399 6.63935 -5.06044
H -3.86357 4.75172 -3.44960
H -3.89825 5.20313 -1.00956
H -3.91973 7.54203 -0.18034
H -3.93104 9.42952 -1.79157
```

Values from the calculation:
Spin multiplicity = 1
Gap between HOMO and LUMO = 0.3045 hartree
Charge = 0
SMILES string = C#CCP(F)(OC[C@H](C)O)([C@@H](C)F)P(N)O.c1ccccc1.c1ccccc1.c1ccccc1.c1ccccc1

Atomic partial charges in e from the Mulliken method, atoms 1 to 8:
1. C -0.595
2. C 0.008
3. C -0.283
4. P 0.278
5. F -0.563
6. O -0.099
7. C -0.552
8. C 1.074



Molecular formula: C32H41F7N2O24P
Method: DFT, ωB97M-V/def2-TZVPD

```
107
C32H41F7N2O24P ωB97M-V/def2-TZVPD
C 4.18639 0.89309 3.92068
O 5.33149 1.04300 3.08435
C 5.02603 0.66245 1.72649
C 4.61228 1.88359 0.84207
C 3.06699 2.23108 0.88583
C 2.84240 3.76890 1.20612
C 1.49679 4.00061 2.02070
C 0.16697 3.74735 1.16714
N -0.38013 2.42476 1.63013
C -1.03359 2.47529 2.81263
C -1.56427 1.22932 3.35396
C -1.33428 0.01772 2.55690
P -1.88032 -1.67810 3.08973
O -3.49157 -1.70058 3.49312
O -1.53606 -2.77714 1.87089
C -0.60919 0.24970 1.26764
N -0.16030 1.42332 0.84704
H 3.69346 -0.10502 3.84470
H 3.49497 1.74870 3.68894
H 4.48675 1.02728 4.99152
H 5.94426 0.15270 1.35368
H 4.20772 -0.10386 1.69651
H 5.16614 2.81954 1.09348
H 4.89457 1.63751 -0.21567
H 2.60409 2.01136 -0.10730
H 2.59220 1.56088 1.64259
H 2.88409 4.39648 0.28627
H 3.69058 4.04621 1.88665
H 1.52932 3.30463 2.90149
H 1.48060 5.03220 2.46054
H 0.46483 3.66893 0.09917
H -0.57930 4.55298 1.33907
H -1.15922 3.43475 3.34161
H -2.11618 1.17172 4.30847
H -3.51894 -1.96501 4.42691
H -0.61535 -2.60325 1.60668
H -0.45625 -0.66154 0.64983
C 4.74728 -2.13675 -2.90758
C 5.72880 -1.00329 -2.97089
O 5.90827 -0.65637 -1.60850
C 5.69610 -1.80723 -0.90367
O 6.02913 -1.96864 0.22022
O 5.08112 -2.75086 -1.66146
F 5.20738 0.06299 -3.62862
H 3.71038 -1.79597 -2.88039
H 4.86413 -2.83261 -3.73011
H 6.69444 -1.26821 -3.40737
C -4.31542 -0.39056 0.73929
C -5.69450 -0.87870 0.40176
O -6.21852 0.17797 -0.38456
C -5.14681 0.75329 -0.99436
O -5.21522 1.48241 -1.91874
O -3.97615 0.37660 -0.41215
F -6.45465 -1.01086 1.51677
H -4.30146 0.25513 1.62166
H -3.60961 -1.20670 0.88941
H -5.71659 -1.80885 -0.17056
C 7.36127 -1.00269 4.80019
C 8.03964 -2.33511 4.93522
O 8.92886 -2.12983 6.01711
C 8.34433 -1.18036 6.80552
O 8.66263 -0.95149 7.91555
O 7.34102 -0.53566 6.14847
F 8.76253 -2.63182 3.82794
H 7.92797 -0.30347 4.18237
H 6.35317 -1.08576 4.39894
H 7.36553 -3.16361 5.16651
C 1.98045 -4.89491 -6.50214
C 2.94115 -3.74648 -6.58837
O 3.10084 -3.36476 -5.23159
C 2.90372 -4.50274 -4.50036
O 3.22004 -4.63168 -3.36538
O 2.31551 -5.47316 -5.23995
F 2.40460 -2.70526 -7.27442
H 0.94202 -4.57182 -6.48657
H 2.11300 -5.61163 -7.31111
H 3.91444 -4.00320 -7.01318
C -3.04461 0.16716 -4.28851
C -1.62623 0.03610 -4.75236
O -1.24856 -1.23081 -4.23764
C -2.39633 -1.96548 -4.18112
O -2.42676 -3.14029 -4.05302
O -3.49602 -1.18570 -4.29333
F -0.83524 0.98689 -4.19398
H -3.12132 0.56811 -3.27524
H -3.64382 0.78266 -4.95581
H -1.50253 0.04664 -5.83744
C -7.31812 -0.46554 5.74877
C -8.15858 0.14411 4.66541
O -7.38373 1.25998 4.25592
C -6.09033 0.92027 4.48820
O -5.15989 1.49091 4.02803
O -5.99286 -0.15948 5.30677
F -9.33788 0.58844 5.15315
H -7.49141 -0.00547 6.72358
H -7.46563 -1.54035 5.83719
H -8.33799 -0.51117 3.80982
C -6.88305 2.06987 -4.76865
C -7.03753 3.34301 -5.54697
O -5.85929 3.37378 -6.33467
C -5.51207 2.07098 -6.53795
O -4.74358 1.70690 -7.35690
O -6.16340 1.24011 -5.68132
F -7.04160 4.42183 -4.72721
H -6.29418 2.20097 -3.85900
H -7.84086 1.62445 -4.50474
H -7.91546 3.37231 -6.19648
```

Values from the calculation:
Spin multiplicity = 1
Gap between HOMO and LUMO = 0.2509 hartree
Charge = +1

Atomic partial charges in e from the Mulliken method, atoms 1 to 8:
1. C -0.601
2. O -0.442
3. C -0.344
4. C -0.725
5. C -0.068
6. C -0.888
7. C -0.565
8. C -0.935



In eV, the highest occupied orbital energy values for the records above are, in order, -8.108; -11.796.
In g mol⁻¹, the molecular weight values for the records above are, in order, 587.6; 1001.6.
In eV, the LUMO energy values for the records above are, in order, 0.18; -4.97.